16
Properties=species:S:1:pos:R:3:forces:R:3 method="wB97M-V/def2-TZVPD" homo_lumo_gap_ev=11.9 fmax_ev_per_a=4.4 lumo_energy_ev=-2.90 total_energy_ha=-358.6279 total_charge=+1
N 0.862 0.099 -0.135 0.18 -0.17 -1.72
C 0.919 1.381 -0.495 2.77 0.56 -0.30
N -0.149 2.262 -0.466 -0.26 -1.03 1.79
N 2.187 1.792 -0.884 -0.70 1.00 -0.62
H -0.041 -0.361 0.141 0.51 0.56 0.23
H 1.550 -0.517 -0.605 -0.54 0.73 0.77
H -0.135 3.252 -0.098 0.84 -1.58 -0.87
H -0.938 1.777 0.010 0.51 0.53 -0.65
H 2.996 1.187 -1.215 -1.99 0.86 0.96
H 2.275 2.787 -1.143 0.00 -1.02 0.07
H -1.756 -1.198 0.287 0.10 0.03 0.67
H -1.198 -1.036 1.753 -0.27 0.34 -1.24
O -1.300 -0.575 0.880 -1.00 -0.62 0.94
H -2.406 -3.349 0.437 -4.12 -0.21 -1.57
H -1.283 -4.183 0.748 1.15 -2.62 0.01
O -1.581 -3.317 0.784 2.81 2.63 1.53